1.
{
  "formula": "C22H56NO16P4",
  "method": "ωB97M-V/def2-TZVPD",
  "homo_lumo_gap_ev": 7.5,
  "total_charge": 1,
  "e_lumo_ev": -3.69,
  "fmax_ev_per_a": 7.84,
  "symbols": ["O", "P", "O", "O", "N", "C", "C", "O", "C", "C", "H", "H", "H", "H", "H", "H", "H", "H", "H", "H", "H", "O", "P", "O", "C", "C", "O", "C", "C", "O", "C", "C", "H", "H", "H", "H", "H", "H", "H", "H", "H", "H", "H", "H", "H", "H", "H", "O", "P", "O", "C", "C", "O", "C", "C", "O", "C", "C", "H", "H", "H", "H", "H", "H", "H", "H", "H", "H", "H", "H", "H", "H", "H", "O", "P", "O", "C", "C", "O", "C", "C", "O", "C", "C", "H", "H", "H", "H", "H", "H", "H", "H", "H", "H", "H", "H", "H", "H", "H"],
  "xyz": [[2.396, -5.740, 1.650], [2.108, -5.390, 0.281], [2.690, -3.959, -0.073], [2.858, -6.435, -0.699], [0.381, -5.463, -0.134], [-0.146, -4.260, -0.866], [-1.701, -4.354, -0.956], [-2.209, -5.656, -0.757], [-1.801, -6.261, 0.466], [-0.518, -5.644, 1.064], [3.659, -4.054, 0.002], [2.245, -7.145, -0.948], [0.233, -6.284, -0.733], [0.296, -4.161, -1.859], [0.072, -3.343, -0.309], [-1.961, -4.076, -1.982], [-2.191, -3.616, -0.308], [-1.521, -7.296, 0.210], [-2.599, -6.348, 1.210], [-0.694, -4.673, 1.534], [-0.087, -6.309, 1.813], [-0.121, 1.241, 2.447], [0.057, 1.134, 0.970], [0.000, 2.689, 0.461], [0.815, 3.683, 1.078], [2.171, 3.783, 0.405], [-1.429, 0.624, 0.519], [-2.328, 0.042, 1.462], [-3.313, 1.073, 1.969], [0.598, 0.562, -0.497], [1.987, 0.278, -0.693], [2.642, -0.350, 0.518], [0.933, 3.493, 2.147], [0.286, 4.631, 0.974], [2.771, 2.892, 0.610], [2.723, 4.650, 0.770], [2.060, 3.865, -0.677], [-1.787, -0.428, 2.283], [-2.871, -0.751, 0.939], [-2.803, 1.940, 2.389], [-3.964, 0.647, 2.734], [-3.932, 1.441, 1.149], [2.511, 1.189, -0.996], [2.048, -0.414, -1.536], [2.676, 0.349, 1.361], [3.667, -0.644, 0.289], [2.086, -1.232, 0.844], [-9.823, 3.009, 2.126], [-8.960, 2.027, 1.406], [-9.999, 1.312, 0.354], [-10.828, 2.103, -0.491], [-10.133, 2.430, -1.800], [-8.830, 0.850, 2.528], [-9.114, 1.103, 3.904], [-10.526, 0.672, 4.243], [-7.615, 1.368, 0.683], [-6.833, 2.144, -0.229], [-6.681, 3.592, 0.185], [-11.146, 3.019, 0.011], [-11.724, 1.515, -0.691], [-9.308, 3.129, -1.635], [-10.827, 2.891, -2.504], [-9.717, 1.528, -2.252], [-8.945, 2.150, 4.153], [-8.403, 0.516, 4.490], [-11.254, 1.151, 3.589], [-10.769, 0.919, 5.278], [-10.637, -0.404, 4.104], [-7.261, 2.065, -1.233], [-5.847, 1.678, -0.268], [-7.643, 4.117, 0.153], [-5.996, 4.113, -0.484], [-6.299, 3.665, 1.206], [9.448, -0.367, -2.741], [8.556, 0.711, -2.209], [8.584, 0.302, -0.606], [9.821, 0.104, 0.071], [10.347, 1.399, 0.661], [7.087, 0.113, -2.612], [6.941, -0.827, -3.673], [6.887, -2.239, -3.125], [7.798, 2.143, -1.825], [8.551, 3.359, -1.752], [9.618, 3.468, -2.821], [10.566, -0.345, -0.589], [9.628, -0.609, 0.875], [10.673, 2.079, -0.132], [11.202, 1.211, 1.312], [9.571, 1.907, 1.234], [7.736, -0.717, -4.409], [6.002, -0.596, -4.179], [7.758, -2.460, -2.509], [6.836, -2.969, -3.935], [6.008, -2.362, -2.486], [8.984, 3.460, -0.753], [7.838, 4.176, -1.871], [10.399, 2.711, -2.679], [10.095, 4.447, -2.789], [9.188, 3.318, -3.813]]
}

=====

2.
{
  "formula": "C4H36N2O14",
  "method": "ωB97M-V/def2-TZVPD",
  "homo_lumo_gap_ev": 9.3,
  "e_lumo_ev": -0.31,
  "fmax_ev_per_a": 2.52,
  "symbols": ["C", "N", "C", "O", "C", "C", "N", "H", "H", "H", "H", "H", "H", "H", "H", "H", "H", "H", "H", "O", "H", "H", "O", "H", "H", "O", "H", "H", "O", "H", "H", "O", "H", "H", "O", "H", "H", "O", "H", "H", "O", "H", "H", "O", "H", "H", "O", "H", "H", "O", "H", "H", "O", "H", "H", "O"],
  "xyz": [[1.237, 0.560, -1.557], [1.237, 0.412, -0.097], [0.202, -0.226, 0.507], [0.098, -0.259, 1.723], [1.230, 1.971, -2.208], [0.639, 1.702, -3.594], [0.462, 3.034, -1.546], [0.501, -0.189, -1.859], [2.237, 0.260, -1.913], [1.947, 0.757, 0.534], [-0.401, -0.794, -0.217], [2.243, 2.367, -2.209], [-0.304, 1.194, -3.474], [0.468, 2.686, -4.045], [1.425, 1.109, -4.074], [0.757, 3.062, -0.575], [-0.541, 2.889, -1.477], [2.055, 1.316, 4.443], [0.825, 2.113, 4.295], [1.128, 1.205, 4.213], [-4.222, -2.225, -1.096], [-3.149, -2.863, -1.974], [-3.735, -2.114, -1.927], [-2.103, 0.177, -4.102], [-3.158, -0.229, -3.153], [-2.417, 0.391, -3.215], [-3.735, 0.968, 0.692], [-3.317, 0.589, 2.184], [-3.263, 0.332, 1.256], [-4.072, 0.833, -2.091], [-3.840, 2.364, -1.574], [-4.383, 1.594, -1.605], [2.944, -0.529, 0.439], [4.081, -1.722, 0.532], [3.422, -1.250, 0.016], [-2.882, -2.555, 0.672], [-2.118, -3.211, 1.865], [-2.233, -3.223, 0.899], [2.690, 1.564, 2.381], [4.056, 1.813, 1.997], [3.223, 1.590, 1.563], [-0.481, -0.630, 3.268], [-0.347, -0.164, 4.603], [-0.921, -0.792, 4.137], [0.646, -2.806, 3.617], [1.250, -1.902, 2.563], [1.407, -2.711, 3.053], [1.568, -2.422, 0.235], [0.285, -3.387, 0.312], [0.950, -3.006, -0.246], [-0.131, 2.513, 1.039], [-1.217, 2.504, 2.164], [-0.465, 2.993, 1.810], [2.362, -3.102, -1.982], [3.050, -1.826, -2.460], [2.811, -2.726, -2.743]]
}

=====

3.
{
  "formula": "C4H7N3",
  "method": "ωB97M-V/def2-TZVPD",
  "homo_lumo_gap_ev": 9.8,
  "smiles": "CCc1c[nH]nn1",
  "e_lumo_ev": 0.88,
  "fmax_ev_per_a": 1.91,
  "symbols": ["C", "C", "C", "C", "N", "N", "N", "H", "H", "H", "H", "H", "H", "H"],
  "xyz": [[1.166, -1.027, -0.856], [1.252, 0.410, -0.200], [0.023, 0.858, 0.698], [-1.295, 1.274, 0.406], [-2.025, 0.167, 0.677], [-1.285, -0.827, 1.174], [-0.104, -0.371, 1.285], [1.948, -1.103, -1.627], [1.333, -1.860, -0.158], [0.210, -1.229, -1.359], [2.151, 0.418, 0.417], [1.298, 1.122, -1.007], [-1.842, 2.185, 0.149], [-2.994, -0.036, 0.503]]
}

=====

4.
{
  "formula": "C14H23CuN2OP",
  "method": "ωB97M-V/def2-TZVPD",
  "s2": 0.754,
  "homo_lumo_gap_ev": [4.5, 6.7],
  "multiplicity": 2,
  "e_lumo_ev": [0.26, 0.16],
  "fmax_ev_per_a": 2.11,
  "symbols": ["C", "C", "C", "C", "C", "C", "C", "C", "N", "Cu", "C", "P", "H", "H", "H", "H", "H", "H", "H", "H", "C", "C", "H", "C", "C", "H", "H", "H", "H", "H", "H", "H", "H", "H", "H", "H", "H", "H", "H", "O", "C", "N"],
  "xyz": [[3.074, 2.542, -0.318], [2.072, 2.830, 0.604], [1.113, 1.850, 0.950], [1.206, 0.593, 0.373], [2.244, 0.265, -0.489], [3.177, 1.250, -0.831], [0.057, 2.153, 1.996], [-1.423, 2.015, 1.617], [-1.733, 0.987, 0.586], [-0.335, -0.521, 0.600], [2.312, -1.125, -1.098], [0.613, -1.732, -1.214], [2.003, 3.803, 1.099], [3.956, 0.960, -1.526], [3.791, 3.311, -0.614], [2.877, -1.831, -0.473], [2.749, -1.130, -2.107], [0.209, 1.481, 2.857], [0.197, 3.182, 2.351], [-1.989, 1.730, 2.513], [0.457, -3.469, -1.657], [0.011, -0.861, -2.672], [-1.805, 2.989, 1.273], [-1.697, 1.534, -0.791], [-3.066, 0.378, 0.825], [0.102, -2.060, 0.161], [-2.452, 2.329, -0.916], [-0.708, 1.946, -1.011], [-1.926, 0.729, -1.502], [-3.882, 1.083, 0.580], [-3.178, -0.516, 0.194], [-3.149, 0.099, 1.883], [0.602, -1.236, -3.521], [-1.045, -1.057, -2.863], [0.156, 0.220, -2.626], [0.974, -3.659, -2.608], [0.867, -4.090, -0.849], [-0.621, -3.691, -1.737], [-1.983, -2.898, 1.504], [-1.264, -4.237, 4.063], [-1.271, -3.475, 3.160], [-1.292, -2.671, 2.232]]
}

=====

5.
{
  "formula": "C20H17ClN3NbO2",
  "method": "ωB97M-V/def2-TZVPD",
  "homo_lumo_gap_ev": 4.2,
  "total_charge": 2,
  "e_lumo_ev": -9.31,
  "fmax_ev_per_a": 7.89,
  "symbols": ["Nb", "O", "C", "C", "C", "C", "C", "C", "C", "O", "N", "N", "C", "C", "C", "C", "C", "C", "N", "H", "H", "H", "H", "H", "H", "H", "H", "H", "H", "Cl", "C", "C", "C", "C", "C", "C", "C", "H", "H", "H", "H", "H", "H", "H"],
  "xyz": [[-0.232, -0.352, -1.115], [-0.386, 0.827, 3.198], [0.934, 0.556, 3.467], [1.337, 0.696, 4.797], [2.659, 0.438, 5.152], [3.574, 0.042, 4.178], [3.165, -0.094, 2.846], [1.837, 0.160, 2.459], [1.492, -0.002, 0.991], [0.271, 0.138, 0.777], [2.439, -0.240, 0.132], [1.817, -0.352, -1.101], [2.246, 0.522, -1.937], [1.509, 0.630, -3.181], [2.067, 1.188, -4.319], [1.278, 1.222, -5.466], [-0.021, 0.719, -5.415], [-0.484, 0.196, -4.214], [0.257, 0.138, -3.093], [-0.442, 0.624, 2.219], [0.612, 1.003, 5.543], [2.973, 0.544, 6.186], [4.605, -0.165, 4.445], [3.888, -0.408, 2.097], [3.098, 1.192, -1.741], [3.084, 1.560, -4.320], [1.671, 1.632, -6.391], [-0.662, 0.732, -6.288], [-1.489, -0.203, -4.117], [-5.158, 0.758, 2.614], [-4.091, -0.061, 1.542], [-4.166, 0.180, 0.172], [-3.306, -0.495, -0.700], [-2.370, -1.406, -0.202], [-1.517, -2.147, -1.115], [-2.300, -1.638, 1.175], [-3.161, -0.966, 2.048], [-4.892, 0.884, -0.225], [-3.379, -0.305, -1.769], [-1.856, -2.352, -2.152], [-0.921, -3.015, -0.761], [-1.585, -2.349, 1.581], [-3.104, -1.159, 3.116], [-1.293, 1.130, -1.115]]
}

=====

6.
{
  "formula": "C6H7BrN2S",
  "method": "ωB97M-V/def2-TZVPD",
  "homo_lumo_gap_ev": [7.3, 7.3],
  "smiles": "NN(Br)Sc1ccccc1",
  "e_lumo_ev": [-0.98, -0.98],
  "fmax_ev_per_a": 4.40,
  "symbols": ["C", "C", "C", "C", "C", "C", "N", "N", "S", "Br", "H", "H", "H", "H", "H", "H", "H"],
  "xyz": [[-2.394, 1.365, 0.030], [-1.306, 1.204, 1.034], [-2.367, 0.548, -1.129], [-0.340, 0.281, 0.752], [-1.343, -0.352, -1.337], [-0.343, -0.470, -0.356], [3.280, -1.747, 0.455], [2.141, -1.076, 0.410], [1.108, -1.401, -0.852], [2.665, 1.229, 0.368], [-3.206, 2.197, 0.248], [-1.427, 1.696, 1.998], [-3.213, 0.684, -1.754], [0.553, 0.141, 1.413], [-1.360, -0.782, -2.306], [3.842, -2.088, -0.289], [3.713, -1.427, 1.314]]
}

=====

7.
{
  "formula": "H4O6P2S",
  "method": "ωB97M-V/def2-TZVPD",
  "homo_lumo_gap_ev": 9.2,
  "e_lumo_ev": -0.06,
  "fmax_ev_per_a": 6.78,
  "symbols": ["O", "S", "O", "O", "O", "O", "O", "P", "P", "H", "H", "H", "H"],
  "xyz": [[0.526, -0.920, -0.759], [-2.304, 1.399, 2.321], [-0.856, -2.835, -0.624], [0.339, -2.204, 1.485], [0.345, 0.873, 1.566], [-0.921, 1.611, -0.337], [-1.566, -0.740, 0.643], [-0.337, -1.616, 0.223], [-1.070, 0.727, 0.972], [-0.259, -2.769, -1.377], [-0.425, -2.763, 1.738], [0.092, 1.511, 2.184], [-0.270, 1.045, -0.797]]
}

=====

8.
{
  "formula": "C5H7NOS",
  "method": "ωB97M-V/def2-TZVPD",
  "homo_lumo_gap_ev": 8.1,
  "smiles": "C=C(NC=O)C(C)=S",
  "e_lumo_ev": -0.99,
  "fmax_ev_per_a": 4.49,
  "symbols": ["C", "C", "C", "C", "C", "H", "H", "H", "H", "H", "H", "H", "N", "O", "S"],
  "xyz": [[-2.405, 0.236, -0.094], [-1.137, -0.667, 0.050], [0.281, -0.057, -0.009], [0.257, 1.314, 0.156], [2.741, -0.531, -0.163], [-3.410, -0.230, -0.684], [-2.108, 1.267, -0.771], [-2.600, 0.629, 1.001], [-0.516, 2.054, 0.267], [1.221, 1.771, 0.378], [1.079, -1.929, 0.008], [2.866, 0.643, -0.204], [1.393, -0.864, -0.095], [3.598, -1.346, 0.095], [-1.261, -2.290, 0.065]]
}

=====

9.
{
  "formula": "C4H14NO2Si",
  "method": "ωB97M-V/def2-TZVPD",
  "homo_lumo_gap_ev": 7.8,
  "total_charge": 1,
  "e_lumo_ev": -4.80,
  "fmax_ev_per_a": 4.15,
  "symbols": ["C", "C", "C", "C", "N", "O", "O", "Si", "H", "H", "H", "H", "H", "H", "H", "H", "H", "H", "H", "H", "H", "H"],
  "xyz": [[-0.418, -1.668, -0.342], [1.694, 0.411, -2.665], [-2.732, 1.073, 1.487], [2.307, 0.133, -0.351], [-1.859, 0.207, 2.259], [0.765, -1.419, 0.340], [1.668, 0.754, -1.235], [1.410, -0.180, 1.339], [-0.970, -0.668, -0.248], [-0.800, -2.612, 0.022], [-0.227, -1.693, -1.475], [1.527, 1.391, -3.259], [0.992, -0.355, -2.748], [2.642, 0.117, -3.088], [-2.203, 2.032, 1.286], [-3.677, 1.188, 1.822], [3.092, -0.701, -0.481], [-1.768, 0.598, 3.205], [-2.288, -0.753, 2.298], [0.296, 0.724, 1.566], [2.581, -0.693, 2.086], [-2.883, 0.573, 0.516]]
}

=====

10.
{
  "formula": "C4H6NO3",
  "method": "ωB97M-V/def2-TZVPD",
  "homo_lumo_gap_ev": 8.5,
  "total_charge": -1,
  "smiles": "C[C@@H](NC=O)C(=O)[O-]",
  "e_lumo_ev": 3.89,
  "fmax_ev_per_a": 1.59,
  "symbols": ["C", "N", "C", "C", "C", "O", "O", "O", "H", "H", "H", "H", "H", "H"],
  "xyz": [[1.313, 1.057, 1.326], [0.453, 0.159, 0.912], [-1.044, 0.572, -1.005], [0.101, -0.261, -0.431], [-0.301, -1.747, -0.320], [-0.800, -2.044, 0.799], [-0.071, -2.453, -1.316], [1.967, 1.841, 0.632], [1.400, 1.122, 2.426], [-0.024, -0.446, 1.570], [-1.142, 0.351, -2.058], [-0.816, 1.640, -0.938], [-1.990, 0.374, -0.503], [0.954, -0.164, -1.094]]
}

=====

11.
{
  "formula": "C29H26ClMnN9PTe",
  "method": "ωB97M-V/def2-TZVPD",
  "s2": 8.759,
  "homo_lumo_gap_ev": [6.8, 7.0],
  "multiplicity": 6,
  "total_charge": -1,
  "e_lumo_ev": [2.34, 2.33],
  "fmax_ev_per_a": 0.24,
  "symbols": ["Mn", "N", "C", "N", "N", "N", "N", "C", "N", "N", "N", "N", "H", "Cl", "C", "C", "C", "C", "C", "C", "P", "C", "C", "C", "C", "C", "C", "C", "C", "C", "C", "C", "C", "H", "H", "H", "H", "H", "H", "H", "H", "H", "H", "H", "H", "H", "H", "C", "C", "C", "C", "C", "C", "Te", "C", "C", "C", "H", "H", "H", "H", "H", "H", "H", "H", "H", "H", "H"],
  "xyz": [[-0.040, -0.890, -0.317], [1.494, -1.883, 2.626], [2.223, -1.044, 1.809], [3.399, -0.553, 2.162], [3.783, 0.186, 1.100], [2.881, 0.162, 0.182], [1.857, -0.626, 0.599], [0.121, -2.039, 2.561], [-0.582, -2.557, 3.552], [-1.845, -2.583, 3.079], [-1.895, -2.110, 1.883], [-0.645, -1.731, 1.516], [1.881, -2.002, 3.548], [-3.237, -0.031, -0.337], [-3.286, 1.708, -0.355], [-4.500, 2.321, -0.641], [-4.589, 3.701, -0.634], [-3.467, 4.470, -0.338], [-2.265, 3.847, -0.056], [-2.147, 2.457, -0.056], [-0.550, 1.621, 0.272], [0.716, 2.838, -0.200], [1.094, 3.913, 0.602], [2.087, 4.783, 0.181], [2.712, 4.583, -1.044], [2.350, 3.509, -1.841], [1.361, 2.634, -1.417], [-0.438, 1.539, 2.085], [0.810, 1.561, 2.702], [0.925, 1.246, 4.048], [-0.198, 0.886, 4.779], [-1.443, 0.856, 4.166], [-1.565, 1.185, 2.826], [-5.360, 1.706, -0.864], [-5.534, 4.178, -0.860], [-3.530, 5.550, -0.332], [-1.391, 4.448, 0.158], [0.629, 4.053, 1.571], [2.383, 5.608, 0.816], [3.497, 5.256, -1.366], [2.856, 3.332, -2.781], [1.111, 1.768, -2.019], [1.702, 1.792, 2.130], [1.906, 1.244, 4.505], [-0.100, 0.602, 5.818], [-2.316, 0.538, 4.720], [-2.534, 1.117, 2.348], [1.415, -5.932, 2.119], [1.000, -5.132, 0.914], [-0.332, -5.016, 0.552], [-0.738, -4.217, -0.514], [-2.207, -4.096, -0.802], [0.227, -3.509, -1.248], [-0.375, -2.083, -2.738], [1.590, -3.660, -0.929], [2.676, -2.979, -1.713], [1.947, -4.462, 0.149], [0.546, -6.343, 2.633], [1.947, -5.297, 2.830], [2.078, -6.756, 1.844], [-1.089, -5.523, 1.140], [-2.775, -4.785, -0.179], [-2.420, -4.295, -1.854], [-2.557, -3.084, -0.590], [2.662, -1.899, -1.564], [2.548, -3.153, -2.782], [3.655, -3.352, -1.406], [2.997, -4.543, 0.413]]
}

=====

12.
{
  "formula": "C3H3NO",
  "method": "ωB97M-V/def2-TZVPD",
  "homo_lumo_gap_ev": 10.3,
  "smiles": "C#CC(N)=O",
  "e_lumo_ev": 0.28,
  "fmax_ev_per_a": 1.54,
  "symbols": ["N", "C", "O", "C", "C", "H", "H", "H"],
  "xyz": [[0.549, 0.335, 1.241], [-0.272, 0.807, 0.215], [-0.734, 1.918, 0.110], [-0.409, -0.249, -0.755], [-0.246, -1.253, -1.418], [0.252, -0.531, 1.661], [1.520, 0.606, 1.260], [-0.660, -1.633, -2.314]]
}